# 1
Molecular formula: C5H7NO
Method: DFT, ωB97M-V with the def2-TZVPD basis set

Geometry as XYZ:
```
14
Properties=species:S:1:pos:R:3:lowdin_charge:R:1
O 2.54491 0.41688 1.36854 -0.082
C 2.49716 -0.48978 0.27999 -0.329
C 1.20625 -0.71758 -0.40137 -0.021
C 0.08162 -0.20865 -0.03036 -0.160
C -1.25431 -0.03012 0.18135 -0.279
C -2.49499 0.71514 -0.00581 -0.065
N -2.40947 -0.61975 0.62583 0.089
H 2.33124 1.28539 1.02190 0.075
H 3.26372 -0.23876 -0.46305 0.105
H 2.79347 -1.44081 0.71054 0.111
H -0.09856 0.57449 0.91930 0.213
H -2.86214 0.81114 -1.02420 0.111
H -2.80151 1.49778 0.68043 0.104
H -2.76255 -1.45491 0.16280 0.128
```

The value obtained for the energy above the lowest of the compared OMol25 structures with the same formula, charge and spin is 669.14 kJ/mol. The spin multiplicity is 1. As for the LUMO energy: 0.48 eV. As for the calculated total energy: -324.46961 Eh. As for the largest force on an atom: 0.013 hartree/bohr.


# 2
Molecular formula: C5H7NO
Method: DFT, ωB97M-V with the def2-TZVPD basis set

Geometry as XYZ:
```
14
Properties=species:S:1:pos:R:3:lowdin_charge:R:1
C -1.46615 0.37640 -0.59854 -0.094
C -0.61377 0.78818 0.57093 -0.185
C -0.53026 -0.81528 -0.41860 -0.405
C 0.89321 -0.46537 -0.70250 -0.235
C 0.80672 1.04347 -0.13221 -0.021
H -2.50323 0.15028 -0.42047 0.114
H -1.22592 0.90347 -1.48551 0.100
H -1.13482 1.46015 1.40135 0.164
H -0.00455 -0.95429 1.61506 0.039
H -1.04171 -1.79780 -1.01356 0.182
H 1.55890 -0.89077 -1.52070 0.166
H 1.01196 1.98687 -0.60422 0.125
N -0.63030 -0.77078 0.96928 0.093
O 1.65163 -0.12836 0.36608 -0.043
```

The value obtained for the energy above the lowest of the compared OMol25 structures with the same formula, charge and spin is 562.29 kJ/mol. The spin multiplicity is 1. As for the LUMO energy: 1.08 eV. As for the calculated total energy: -324.51030 Eh. As for the largest force on an atom: 0.152 hartree/bohr.


# 3
Molecular formula: C5H7NO
Method: DFT, ωB97M-V with the def2-TZVPD basis set

Geometry as XYZ:
```
14
Properties=species:S:1:pos:R:3:lowdin_charge:R:1
C -0.37159 1.44688 0.32795 -0.052
C 0.40899 0.28671 -0.34561 -0.308
C -0.07330 -1.13333 -0.07522 -0.121
C 0.53770 -1.71747 1.18209 -0.247
O 1.41461 -1.18930 1.82507 0.061
C -0.07617 0.92165 -1.55935 -0.346
N -0.50280 1.39893 -2.54351 0.124
H 0.21139 2.27425 0.73027 0.071
H -1.11568 1.11442 1.04519 0.064
H -1.06457 1.90864 -0.94178 0.213
H 1.48789 0.38416 -0.21537 0.148
H -1.17048 -1.17399 0.00291 0.132
H 0.18702 -1.80881 -0.90628 0.133
H 0.12699 -2.71274 1.47364 0.126
```

The value obtained for the energy above the lowest of the compared OMol25 structures with the same formula, charge and spin is 413.76 kJ/mol. The spin multiplicity is 1. As for the LUMO energy: 0.73 eV. As for the calculated total energy: -324.56688 Eh. As for the largest force on an atom: 0.100 hartree/bohr.